ORCA calculation (the ωB97M-V functional and the def2-TZVPD basis) on 2 unconnected molecules or ions with the total composition C5H6NO4.

- electronic energy (Eh) = -549.745173
- lowest unoccupied orbital energy (eV) = 3.6
- relative energy (zero: lowest compared OMol25 entry of this formula, charge and spin) (kcal/mol) = 119.0
- total charge = -1
- molar mass (g/mol) = 144.11
- highest occupied orbital energy (eV) = -3.4

Each line ends with the Mulliken charge.
Geometry (Å):
C 1.09168 0.02020 0.12373  -0.69
C 0.41660 -0.33046 1.15437  0.79
C -0.94673 1.24266 -3.82851  0.77
C 0.74392 0.20652 2.54804  -1.41
C -0.90823 -1.11133 1.03072  -1.07
N 0.88639 -0.06277 -1.21291  0.84
O -1.93631 1.57017 -3.35575  -0.41
O -0.08388 0.94446 -4.50634  -0.35
O 0.38278 0.93479 -1.80270  -0.68
O 1.46493 -0.92492 -1.86543  -0.68
H 0.77493 -0.54895 3.38112  0.27
H 1.61214 0.74807 2.43062  0.48
H -0.04242 1.01194 2.67257  0.28
H -0.71507 -2.13129 1.26509  0.23
H -1.35343 -0.94812 0.09076  0.34
H -1.38730 -0.62096 1.87462  0.30